(1)
The following is a quantum chemistry calculation of 10 unconnected molecules or ions with the total composition C20H63N3O11, from OMol25.

Values from the calculation:
DFT total energy (Ha): -1791.10674
⟨S²⟩: 0.7547
Molar mass (g mol⁻¹): 521.734
HOMO level (spin up / spin down) (eV): -11.7 / -11.7
Largest force on an atom (eV/Å): 4.5

Structure (ORCA input):
```
! RIJCOSX wB97M-V def2-TZVPD def2/J DEFGRID3
* xyz 1 2
C 5.426 -0.135 0.267
O 5.149 0.264 -0.990
H 5.545 0.713 0.942
H 4.573 -0.718 0.615
H 6.332 -0.739 0.232
H 4.194 0.360 -0.951
C -2.260 1.568 -5.474
O -1.809 0.388 -6.163
H -1.639 1.875 -4.633
H -2.113 2.215 -6.339
H -3.301 1.334 -5.253
H -2.369 0.231 -6.927
C 1.492 2.672 -4.360
O 1.313 3.735 -3.527
H 1.502 1.820 -3.681
H 0.645 2.614 -5.043
H 2.421 2.680 -4.931
H 1.387 4.588 -3.960
C 5.292 1.917 4.216
O 5.767 2.122 5.487
H 5.725 0.938 4.014
H 4.203 1.963 4.189
H 5.723 2.658 3.542
H 5.516 2.971 5.858
C 2.416 -0.807 5.086
O 2.668 -0.842 6.485
H 2.161 0.221 4.831
H 3.329 -0.992 4.520
H 1.630 -1.482 4.746
H 2.235 -1.650 6.771
C -4.643 4.118 -2.010
O -4.877 2.950 -2.690
H -5.030 4.053 -0.993
H -3.575 4.272 -1.860
H -5.006 4.984 -2.564
H -5.834 2.872 -2.720
C 2.355 1.245 1.417
C 1.574 0.868 0.191
C 0.286 1.740 -0.196
O -0.531 0.792 -0.950
C -1.530 1.433 -1.658
N 2.447 0.962 -0.923
H 3.354 0.836 1.565
H 1.739 1.048 2.295
H 2.554 2.315 1.375
H 1.328 -0.183 0.342
H 0.622 2.677 -0.641
H -0.214 1.929 0.754
H -1.165 2.088 -2.449
H -2.113 2.145 -1.073
H -2.166 0.651 -2.072
H 2.801 1.890 -1.104
H 1.744 0.805 -1.631
C 0.525 -2.052 -3.434
C 0.906 -2.729 -2.018
C 2.378 -2.477 -1.699
O 3.251 -3.380 -2.396
C 4.632 -3.327 -1.974
N -0.105 -2.270 -0.994
H -0.562 -2.129 -3.427
H 1.013 -2.503 -4.298
H 0.784 -0.999 -3.322
H 0.759 -3.796 -2.186
H 2.543 -2.587 -0.627
H 2.561 -1.446 -2.002
H 4.614 -3.980 -1.101
H 5.006 -2.311 -1.848
H 5.243 -3.826 -2.727
H -0.181 -1.276 -1.155
H -1.011 -2.715 -0.956
C -1.844 0.196 2.634
C -2.939 -0.395 3.410
C -2.423 -0.994 4.789
O -3.464 -1.275 5.727
C -4.290 -2.303 5.175
N -3.941 0.675 3.563
H -1.653 1.250 2.832
H -2.149 0.136 1.589
H -0.870 -0.273 2.776
H -3.365 -1.253 2.889
H -1.745 -0.300 5.287
H -1.833 -1.865 4.506
H -5.033 -1.793 4.561
H -4.920 -2.832 5.889
H -3.782 -3.090 4.619
H -4.568 0.262 4.238
H -3.459 1.312 4.181
C -3.631 -2.108 -0.753
C -3.706 -1.875 -2.328
O -4.400 -2.891 -3.041
O -2.942 -3.329 -0.421
H -4.618 -2.092 -0.289
H -3.125 -1.267 -0.280
H -2.663 -1.819 -2.639
H -4.057 -0.876 -2.587
H -5.280 -3.005 -2.676
H -2.927 -3.371 0.538
*
```


(2)
The following is a quantum chemistry calculation of a molecular structure, C20H64N5O8, from OMol25.

Values from the calculation:
DFT total energy (Ha): -1674.96827
Molar mass (g mol⁻¹): 502.759
HOMO level (eV): -11.1
Largest force on an atom (eV/Å): 12.1
ΔE to the lowest compared entry with this formula, charge and spin (eV): 10.232

Structure (ORCA input):
```
! RIJCOSX wB97M-V def2-TZVPD def2/J DEFGRID3
* xyz 1 1
N 2.341 16.221 19.451
H 2.975 16.390 20.065
H 1.440 16.196 19.598
H 2.505 15.363 19.009
H 2.385 16.889 18.632
C 0.809 16.896 23.368
C -0.431 17.684 22.789
C -0.214 19.205 22.996
O -0.338 19.422 24.443
C -0.262 20.752 24.728
N -0.483 17.421 21.409
H 0.722 15.792 23.129
H 0.861 16.939 24.453
H 1.943 17.258 23.109
H -1.265 17.405 23.298
H -0.947 19.867 22.458
H 0.852 19.456 22.615
H 0.786 21.197 24.481
H -0.709 20.737 25.699
H -0.772 21.457 24.117
H -1.338 18.005 21.015
H -0.882 16.434 21.404
C 0.491 12.870 20.392
C 0.218 14.384 20.412
C 0.116 14.983 19.005
O 1.472 15.048 18.369
C 1.527 15.336 17.074
N -1.119 14.454 21.133
H 1.248 12.604 19.731
H -0.237 12.172 19.987
H 0.844 12.609 21.381
H 1.007 14.985 21.102
H -0.353 16.054 19.024
H -0.499 14.413 18.281
H 0.920 14.671 16.455
H 2.658 15.526 16.827
H 1.117 16.315 16.919
H -0.948 14.016 22.150
H -1.865 13.872 20.585
C 5.752 13.547 21.949
C 4.694 12.537 22.285
C 3.338 12.873 21.578
O 2.760 14.133 21.808
C 2.040 14.067 23.113
N 5.133 11.283 21.719
H 5.797 14.609 22.376
H 5.632 13.525 20.884
H 6.716 13.221 22.336
H 4.464 12.336 23.403
H 2.705 12.162 21.792
H 3.771 12.782 20.486
H 1.021 13.591 22.819
H 1.768 15.146 23.362
H 2.527 13.651 23.945
H 5.822 10.826 22.406
H 4.414 10.713 22.023
C 6.543 16.501 19.473
C 6.377 17.747 18.583
C 5.990 17.467 17.070
O 7.169 16.734 16.567
C 7.006 16.345 15.261
N 5.294 18.572 19.162
H 5.843 15.808 19.754
H 7.171 16.718 20.394
H 6.900 15.623 18.851
H 7.287 18.222 18.212
H 5.941 18.332 16.477
H 5.023 16.640 16.886
H 7.895 15.770 14.906
H 7.023 17.402 14.623
H 6.039 15.699 15.281
H 5.370 19.384 18.783
H 5.625 18.696 20.122
C 4.342 17.259 22.531
O 2.997 17.664 22.262
H 4.593 16.375 22.070
H 4.581 17.474 23.532
H 4.968 18.029 22.056
H 2.662 17.581 23.058
C 0.320 19.320 19.843
O -0.090 18.114 19.477
H -0.531 19.799 20.081
H 0.667 19.833 18.976
H 1.421 19.205 20.373
H -0.747 18.012 20.134
C 2.408 12.699 17.270
O 3.539 13.304 17.849
H 2.491 11.667 17.383
H 2.311 12.855 16.261
H 1.592 13.210 17.755
H 4.193 12.711 18.078
C 2.801 18.945 16.885
O 2.825 17.687 16.434
H 3.078 19.062 17.933
H 1.827 19.504 16.678
H 3.201 19.877 16.347
H 3.035 17.807 15.520
*
```


(3)
The following is a quantum chemistry calculation of 14 unconnected molecules or ions with the total composition C20H68N10O14, from OMol25.

Values from the calculation:
DFT total energy (Ha): -2403.44574
Molar mass (g mol⁻¹): 672.820
HOMO level (eV): -7.9
Largest force on an atom (eV/Å): 10.6
ΔE to the lowest compared entry with this formula, charge and spin (eV): 14.412

Structure (ORCA input):
```
! RIJCOSX wB97M-V def2-TZVPD def2/J DEFGRID3
* xyz 0 1
C 11.324 20.557 9.624
C 10.840 21.655 8.702
O 11.342 21.546 7.389
H 12.411 20.395 9.500
H 10.886 19.524 9.612
H 11.239 20.790 10.688
H 11.213 22.629 8.971
H 9.748 21.784 8.829
H 10.754 22.029 6.803
C 15.139 19.953 10.148
C 14.806 19.508 11.441
O 15.020 18.136 11.586
H 14.957 19.335 9.321
H 16.181 19.918 10.145
H 14.688 20.923 9.929
H 13.713 19.649 11.434
H 15.296 20.149 12.185
H 14.797 17.760 12.371
C 8.317 18.292 10.952
C 7.058 17.562 10.746
O 6.956 17.638 9.359
H 8.259 19.337 10.623
H 9.252 17.811 10.729
H 8.488 18.369 12.018
H 6.186 18.053 11.159
H 7.234 16.564 11.034
H 7.524 16.910 8.980
C 12.192 17.039 10.340
C 11.610 16.149 9.226
O 10.650 16.841 8.440
H 12.767 17.847 9.844
H 12.967 16.548 10.991
H 11.425 17.555 10.929
H 11.186 15.315 9.786
H 12.448 15.737 8.626
H 10.902 16.747 7.502
C 13.481 12.339 5.938
C 14.407 12.669 7.070
O 13.677 13.080 8.190
H 12.685 11.778 6.434
H 13.880 11.767 5.154
H 12.988 13.197 5.564
H 14.869 13.617 6.761
H 15.173 11.911 7.386
H 14.307 13.585 8.741
C 10.415 17.402 13.876
C 11.074 18.808 13.871
O 11.924 19.003 12.804
H 9.738 17.320 14.648
H 11.237 16.701 14.116
H 9.961 17.219 12.936
H 11.793 18.906 14.729
H 10.250 19.522 13.892
H 11.833 19.988 12.615
C 14.381 16.267 13.718
O 13.603 15.224 13.259
N 15.656 16.232 13.749
N 13.959 17.511 13.923
H 16.178 15.417 13.696
H 16.209 17.062 13.981
H 12.955 17.625 13.863
H 14.521 18.382 14.312
C 13.751 19.107 7.066
O 14.445 17.971 7.373
N 14.321 20.282 6.719
N 12.461 19.117 7.098
H 15.362 20.247 6.871
H 13.963 21.204 6.401
H 12.022 18.468 7.746
H 11.866 19.980 7.156
C 15.884 15.406 9.789
O 16.074 14.537 8.765
N 15.395 16.594 9.546
N 16.004 15.082 11.019
H 15.024 16.883 8.641
H 15.276 17.279 10.323
H 16.165 14.047 11.153
H 15.745 15.600 11.925
C 11.947 15.880 5.882
O 13.393 15.734 5.932
N 11.362 17.039 5.656
N 11.085 14.861 6.091
H 11.841 17.841 6.137
H 10.318 17.143 5.627
H 11.406 13.935 6.463
H 10.045 14.987 6.277
C 8.177 14.775 7.540
O 7.763 13.432 7.456
N 8.284 15.547 6.510
N 8.426 15.332 8.664
H 8.027 15.280 5.546
H 8.403 16.669 6.660
H 8.629 14.624 9.346
H 9.128 16.063 8.612
C 12.481 13.405 10.948
O 13.455 12.992 11.920
H 12.045 12.494 10.381
H 12.912 13.941 10.123
H 11.517 13.856 11.364
H 13.808 13.760 12.349
C 8.745 19.227 7.019
O 8.835 18.070 6.263
H 9.345 19.176 7.932
H 7.791 19.331 7.510
H 9.085 20.054 6.453
H 8.612 18.277 5.361
C 9.237 14.769 11.858
O 9.155 13.960 10.707
H 9.802 15.629 11.559
H 9.820 14.252 12.621
H 8.309 15.142 12.209
H 9.017 13.007 10.929
*
```